Run 1
Here is the molecule C4H6FNS from the OMol25 dataset. Energies are from ωB97M-V with the def2-TZVPD basis set.

Atoms and positions in Å:
C -0.177 1.022 0.991
C 1.713 -0.176 -0.132
C 2.821 -0.552 -0.784
C -2.343 -0.593 -0.328
N 0.902 0.005 0.740
F 4.018 -0.237 -0.174
S -1.441 1.041 -0.330
H 0.025 2.099 1.004
H -0.783 0.805 1.813
H 2.955 -0.936 -1.815
H -3.067 -0.487 -1.076
H -2.981 -0.521 0.561
H -1.642 -1.468 -0.469

Values from the calculation:
Kohn-Sham gap   8.961 eV
LUMO energy   0.52 eV
E_HOMO   -0.3101 Eh
SMILES   CSCN=C=CF

=====

Run 2
Here is the molecule C4H6FNS from the OMol25 dataset. Energies are from ωB97M-V with the def2-TZVPD basis set.

Atoms and positions in Å:
C 0.697 -1.492 0.967
C -0.362 -0.416 0.866
C -0.945 1.399 -0.794
C 0.266 0.639 -1.274
H 0.280 -2.451 1.174
H 1.408 -1.161 1.820
H -0.685 2.211 -0.100
H -1.865 1.509 -1.329
H 0.318 0.157 -2.252
H 1.173 1.055 -0.810
N -0.673 0.030 -0.355
F 1.399 -1.574 -0.211
S -1.010 0.094 2.297

Values from the calculation:
Kohn-Sham gap   8.934 eV
LUMO energy   0.26 eV
E_HOMO   -0.3187 Eh
SMILES   FCC(=S)N1CC1

=====

How far above the most stable structure does each one sit? In eV: run 1 1.308; run 2 0.000.

=====

Run 1
Here is the ion C4H6F3N2S with charge +1 from the OMol25 dataset. Energies are from ωB97M-V with the def2-TZVPD basis set.

Atoms and positions in Å:
C -1.321 -0.063 -0.074
C 0.240 1.233 1.289
C 1.182 -1.289 0.298
C 1.871 -0.439 -0.754
N -0.951 0.915 0.752
N -2.567 -0.168 -0.667
F 2.371 -1.206 -1.694
F 0.988 0.356 -1.420
F 2.838 0.287 -0.247
S -0.440 -1.557 -0.056
H 0.204 1.655 2.313
H 1.055 1.097 0.668
H 1.711 -2.104 0.584
H -1.650 1.499 1.249
H -2.885 0.734 -0.956
H -2.646 -0.951 -1.285

Values from the calculation:
Kohn-Sham gap (spin up / spin down)   7.818 / 7.463 eV
LUMO energy (spin up / spin down)   -5.46 / -5.49 eV
E_HOMO (spin up / spin down)   -0.4879 / -0.4760 Eh
Net charge   +1

=====

Run 2
Here is the ion C4H6F3N2S with charge +1 from the OMol25 dataset. Energies are from ωB97M-V with the def2-TZVPD basis set.

Atoms and positions in Å:
C 0.641 0.785 0.766
C 1.376 -1.309 -0.320
C -1.789 -0.592 0.587
C -1.825 -0.563 -0.950
N 1.234 0.026 -0.211
N 1.122 2.058 0.822
F -0.904 -1.413 -1.558
F -3.060 -0.767 -1.366
F -1.423 0.664 -1.389
S -0.754 0.277 1.575
H 2.279 -1.573 -0.891
H 1.072 -1.998 0.363
H -2.656 -1.115 1.079
H 1.917 0.638 -0.737
H 2.165 2.195 0.762
H 0.604 2.689 1.469

Values from the calculation:
Kohn-Sham gap (spin up / spin down)   6.775 / 7.703 eV
LUMO energy (spin up / spin down)   -5.63 / -5.21 eV
E_HOMO (spin up / spin down)   -0.4560 / -0.4747 Eh
Net charge   +1

=====

How far above the most stable structure does each one sit? In eV: run 1 0.000; run 2 0.051.

=====

Run 1
Here is a cluster of 2 separate species, CH3Br3SSi in total from the OMol25 dataset. Energies are from ωB97M-V with the def2-TZVPD basis set.

Atoms and positions in Å:
C -1.701 0.113 0.594
Si 1.522 -0.071 0.022
S -2.263 0.628 -0.880
Br 2.668 -1.357 1.580
Br 2.672 1.756 0.146
Br 1.845 -0.813 -2.118
H -1.470 -0.850 0.936
H -1.832 0.791 1.401
H -1.441 -0.196 -1.680

Values from the calculation:
Kohn-Sham gap (spin up / spin down)   5.829 / 7.748 eV
LUMO energy (spin up / spin down)   -2.30 / -0.80 eV
E_HOMO (spin up / spin down)   -0.2988 / -0.3143 Eh

=====

Run 2
Here is the molecule CH3Br3SSi from the OMol25 dataset. Energies are from ωB97M-V with the def2-TZVPD basis set.

Atoms and positions in Å:
C 0.097 -1.015 -0.240
Si 0.130 0.683 0.824
S 0.171 -0.487 -2.044
Br 0.183 0.009 2.896
Br -1.658 1.793 0.380
Br 1.964 1.948 0.310
H 0.893 -1.673 -0.140
H -0.750 -1.500 -0.048
H -1.031 0.241 -1.939

Values from the calculation:
Kohn-Sham gap   9.371 eV
LUMO energy   0.15 eV
E_HOMO   -0.3390 Eh
SMILES   SC[Si](Br)(Br)Br

=====

How far above the most stable structure does each one sit? In eV: run 1 2.992; run 2 0.000.

=====

Run 1
Here is the molecule C3H3F3O from the OMol25 dataset. Energies are from ωB97M-V with the def2-TZVPD basis set.

Atoms and positions in Å:
C -0.438 0.659 0.724
C -0.305 -0.463 -0.257
C 0.868 0.468 -0.003
O -0.732 -0.620 -1.568
F -0.227 -1.742 0.319
F 1.452 1.296 -0.914
F 1.798 0.205 0.908
H -0.988 1.533 0.568
H -0.412 0.246 1.784
H -1.016 -1.583 -1.561

Values from the calculation:
Kohn-Sham gap   11.073 eV
LUMO energy   0.73 eV
E_HOMO   -0.3800 Eh
SMILES   O[C@]1(F)CC1(F)F

=====

Run 2
Here is a cluster of 2 separate species, C3H3F3O in total from the OMol25 dataset. Energies are from ωB97M-V with the def2-TZVPD basis set.

Atoms and positions in Å:
C -0.272 1.194 -1.642
C -0.851 0.248 -0.974
C 0.497 -0.753 0.979
O 0.260 -0.190 2.142
F -2.060 -0.242 -0.913
F 1.760 -0.624 0.507
F 0.176 -2.066 0.888
H -0.788 1.761 -2.410
H 0.760 1.427 -1.471
H 0.519 -0.756 2.894

Values from the calculation:
Kohn-Sham gap (spin up / spin down)   9.150 / 9.209 eV
LUMO energy (spin up / spin down)   -0.18 / -0.11 eV
E_HOMO (spin up / spin down)   -0.3429 / -0.3426 Eh

=====

Run 3
Here is the molecule C3H3F3O from the OMol25 dataset. Energies are from ωB97M-V with the def2-TZVPD basis set.

Atoms and positions in Å:
C 0.093 0.257 -0.520
C 1.155 -0.116 2.009
C -0.889 -0.411 -1.400
O 0.205 0.043 0.699
F 0.913 1.131 -1.111
F 0.230 -0.252 2.955
F 1.728 1.074 2.194
H -1.895 -0.091 -1.123
H -0.844 -1.491 -1.267
H -0.697 -0.144 -2.437

Values from the calculation:
Kohn-Sham gap   8.186 eV
LUMO energy   -0.03 eV
E_HOMO   -0.3019 Eh

=====

How far above the most stable structure does each one sit? In eV: run 1 0.000; run 2 2.296; run 3 1.156.

=====

Run 1
Here is the ion C3HO3S with charge -1 from the OMol25 dataset. Energies are from ωB97M-V with the def2-TZVPD basis set.

Atoms and positions in Å:
C -2.660 -0.416 -0.402
C 1.657 0.026 -0.134
C 0.310 -0.091 0.449
O 2.709 -0.410 0.323
O -2.598 0.739 -0.416
O 1.219 0.742 -1.111
S -0.732 -1.321 0.292
H 0.096 0.731 0.999

Values from the calculation:
Kohn-Sham gap   7.455 eV
LUMO energy   3.63 eV
E_HOMO   -0.1407 Eh
Net charge   -1

=====

Run 2
Here is a structure of composition C3HO3S from the OMol25 dataset. Energies are from ωB97M-V with the def2-TZVPD basis set.

Atoms and positions in Å:
C -1.436 -0.108 0.845
C 1.319 0.294 -0.212
C -0.106 -0.174 -0.581
O 1.750 -0.097 0.855
O -1.977 0.577 1.647
O 1.782 0.960 -1.135
S -0.867 -1.543 0.273
H -0.466 0.091 -1.692

Values from the calculation:
Kohn-Sham gap   7.315 eV
LUMO energy   3.19 eV
E_HOMO   -0.1514 Eh
Net charge   -1

=====

How far above the most stable structure does each one sit? In eV: run 1 0.000; run 2 0.459.

=====

Run 1
Here is a cluster of 2 separate species, C9H13N3 in total from the OMol25 dataset. Energies are from ωB97M-V with the def2-TZVPD basis set.

Atoms and positions in Å:
C 3.409 -1.496 -0.630
C 4.381 -0.624 -0.192
C 2.372 0.200 -0.007
C 1.437 1.278 0.287
C -0.651 0.553 -0.460
C -1.310 -0.285 0.308
C -0.973 1.011 -1.820
C -2.751 -0.633 -0.019
C -0.928 -0.625 1.770
N 2.166 -0.980 -0.548
N 1.552 2.375 0.829
N 3.693 0.473 0.250
H 3.667 -2.456 -1.007
H 5.385 -0.505 -0.110
H -0.459 0.519 -2.529
H -0.797 2.066 -1.830
H -2.014 0.965 -2.029
H -2.852 -1.015 -0.990
H -3.170 -1.412 0.542
H -3.473 0.074 0.286
H -0.204 -1.327 1.701
H -1.802 -0.963 2.212
H -0.555 0.274 2.288
H 0.938 3.134 0.977
H 4.185 1.207 0.761

Values from the calculation:
Kohn-Sham gap   8.404 eV
LUMO energy   0.80 eV
E_HOMO   -0.2796 Eh

=====

Run 2
Here is the molecule C9H13N3 from the OMol25 dataset. Energies are from ωB97M-V with the def2-TZVPD basis set.

Atoms and positions in Å:
C -2.213 -1.287 0.360
C -2.419 0.110 0.458
C -0.906 -1.492 0.125
C -1.202 0.723 0.345
C 1.900 0.675 1.108
C 1.053 0.068 -0.146
C -0.018 -2.668 -0.279
C -1.031 2.209 0.242
C 1.283 0.734 -1.470
N 2.722 -0.513 0.947
N 2.078 -0.987 -0.011
N -0.344 -0.239 0.024
H -2.794 -2.184 0.450
H -3.424 0.399 0.670
H 2.299 1.674 0.887
H 1.362 0.950 2.001
H -0.614 -3.607 -0.593
H 0.476 -2.454 -1.134
H 0.808 -2.750 0.548
H -0.890 2.621 -0.737
H -1.883 2.808 0.631
H -0.329 2.479 0.939
H 0.958 0.115 -2.173
H 2.360 1.008 -1.764
H 0.767 1.607 -1.427

Values from the calculation:
Kohn-Sham gap   8.670 eV
LUMO energy   0.66 eV
E_HOMO   -0.2944 Eh
SMILES   Cc1ccc(C)n1[C@@]1(C)CN=N1

=====

How far above the most stable structure does each one sit? In eV: run 1 0.595; run 2 0.000.

=====

Run 1
Here is a cluster of 2 separate species, C2H3F2I in total from the OMol25 dataset. Energies are from ωB97M-V with the def2-TZVPD basis set.

Atoms and positions in Å:
C -0.612 -0.653 -1.758
C 0.157 -1.682 -2.117
F 0.279 -2.063 -3.411
F 0.920 -2.355 -1.319
I 1.741 0.002 2.590
H -1.160 0.037 -2.460
H -0.814 -0.321 -0.793
H 1.178 0.440 4.119

Values from the calculation:
Kohn-Sham gap   10.276 eV
LUMO energy   0.27 eV
E_HOMO   -0.3678 Eh
SMILES   C=C(F)F.I

=====

Run 2
Here is a structure of composition C2H3F2I from the OMol25 dataset. Energies are from ωB97M-V with the def2-TZVPD basis set.

Atoms and positions in Å:
C -0.788 0.717 -1.380
C 1.418 -0.572 1.824
F 0.407 -0.077 2.415
F 1.520 -1.837 2.231
I 0.336 -1.133 -0.755
H -0.913 0.753 -2.481
H -1.836 0.637 -0.902
H -0.144 1.513 -0.951

Values from the calculation:
Kohn-Sham gap   9.049 eV
LUMO energy   0.01 eV
E_HOMO   -0.3322 Eh

=====

How far above the most stable structure does each one sit? In eV: run 1 0.000; run 2 1.565.